No. 1
20
Properties=species:S:1:pos:R:3 method="wB97M-V/def2-TZVPD" e_above_lowest_kj_mol=518.3 orbital_gap_ev=8.31 total_energy_ha=-1438.76648 mol_weight_g_mol=234.26
C -1.941 -2.458 -0.063
C -1.402 -1.968 -1.238
C -1.628 -1.872 1.176
C -0.403 -1.035 -1.155
C -0.617 -0.896 1.192
C -0.007 -0.464 0.044
N 0.571 1.664 -0.794
N 1.048 0.450 -0.052
O 1.789 2.145 -1.339
O 3.082 2.530 2.198
O -0.040 2.482 -0.075
O 1.837 0.835 1.015
S 2.617 3.364 -0.457
S 1.902 2.478 1.458
H -2.591 -3.217 -0.007
H -1.696 -2.273 -2.319
H -2.109 -2.293 2.028
H 0.031 -0.480 -2.090
H -0.454 -0.234 2.052
H 0.008 1.242 -1.576

---

No. 2
16
Properties=species:S:1:pos:R:3 method="wB97M-V/def2-TZVPD" s_squared=2.029 e_above_lowest_kj_mol=165.0 spin_multiplicity=3 orbital_gap_ev="6.92 / 7.37" total_energy_ha=-814.90305 mol_weight_g_mol=154.19
C 3.100 0.543 -0.019
C 1.964 -1.304 0.125
C 1.115 0.796 -0.234
C -0.490 -0.877 -0.202
C -1.289 0.171 -0.264
C -2.802 0.169 -0.269
N 3.103 -0.678 0.217
N 0.884 -0.468 -0.089
O -0.656 2.284 1.278
S -0.385 1.835 -0.099
H 3.770 1.410 0.318
H 2.080 -2.431 0.057
H -0.747 -1.857 0.048
H -3.114 1.110 -0.005
H -3.359 -0.573 0.384
H -3.175 -0.130 -1.246

---

No. 3
16
Properties=species:S:1:pos:R:3 method="wB97M-V/def2-TZVPD" e_above_lowest_kj_mol=655.1 charge=+1 orbital_gap_ev=7.09 smiles="[H]/N=C(/C=C=O)[C@H]1CC1=[N+]=N" total_energy_ha=-471.24517 mol_weight_g_mol=136.13
C 0.587 -1.078 0.106
C -0.737 -2.538 -1.037
C 1.146 1.455 0.082
C -0.737 -1.550 -0.195
C 0.762 0.328 0.890
C -0.238 1.402 0.460
N 1.604 -1.596 -0.348
N -2.517 1.792 -0.113
N -1.404 1.588 0.126
O -0.799 -3.506 -1.678
H 1.813 2.211 0.350
H 1.443 1.170 -1.059
H -1.480 -0.867 0.182
H 1.150 0.155 2.007
H 2.575 -1.206 -0.283
H -3.166 2.239 0.511

---

No. 4
20
Properties=species:S:1:pos:R:3 method="wB97M-V/def2-TZVPD" e_above_lowest_kj_mol=228.8 orbital_gap_ev=7.55 total_energy_ha=-1571.00439 mol_weight_g_mol=245.06
C 2.621 0.513 -1.138
C 1.658 1.444 -0.712
C 2.531 -0.808 -0.756
C 0.559 1.021 0.054
C 1.421 -1.285 -0.049
C 0.579 -0.361 0.478
N -2.750 1.152 -1.144
N -2.001 -1.275 -0.694
N -2.351 2.195 1.658
O -2.546 -1.739 1.898
O -0.394 -0.748 1.373
P -2.441 1.353 0.420
P -2.550 -0.257 -1.878
P -1.923 -0.745 0.810
H 3.443 0.756 -1.792
H 1.417 2.485 -0.963
H 3.383 -1.443 -1.080
H -0.217 1.628 0.436
H 1.713 -2.298 0.350
H -2.152 -1.590 2.729

---

No. 5
18
Properties=species:S:1:pos:R:3 method="wB97M-V/def2-TZVPD" e_above_lowest_kj_mol=609.3 charge=-1 orbital_gap_ev="6.02 / 6.02" smiles="CC1=NN=C2OC(=O)C[C@]12N[O-]" total_energy_ha=-622.06865 mol_weight_g_mol=168.13
C 0.800 -1.056 -0.200
C -1.543 -1.001 0.434
C -2.388 0.912 -0.328
C -0.938 1.241 -0.542
C -0.060 0.083 0.082
C 2.207 -0.709 -0.415
N 0.200 -2.248 -0.027
N -1.179 -2.186 0.186
N 0.573 0.552 1.308
O 1.462 1.545 1.099
O -3.275 1.622 -0.712
O -2.666 -0.305 0.254
H -0.620 1.349 -1.650
H -0.853 2.248 -0.066
H 2.483 -0.101 0.535
H 2.139 -0.075 -1.321
H 2.699 -1.679 -0.520
H 0.958 -0.192 1.883

---

No. 6
17
Properties=species:S:1:pos:R:3 method="wB97M-V/def2-TZVPD" e_above_lowest_kj_mol=482.0 orbital_gap_ev=7.75 total_energy_ha=-849.29493 mol_weight_g_mol=166.21
C 1.252 1.951 -0.151
C 2.025 0.845 -0.120
C -0.181 1.861 -0.181
C 1.368 -0.425 -0.196
C -0.069 -0.428 -0.159
C -0.380 -1.746 -0.029
N -0.784 0.721 -0.103
N 1.836 -1.672 -0.170
N 0.767 -2.432 -0.010
N -3.292 -0.964 0.216
S -3.048 0.382 -0.180
H 1.527 2.999 -0.074
H 3.036 0.783 0.039
H -0.697 2.725 -0.154
H 0.808 -3.435 0.171
H -1.361 -2.340 -0.014
H -2.808 1.176 1.116

---

No. 7
17
Properties=species:S:1:pos:R:3 method="wB97M-V/def2-TZVPD" e_above_lowest_kj_mol=286.3 orbital_gap_ev=8.72 total_energy_ha=-2852.54606 mol_weight_g_mol=213.10
C 2.334 1.374 0.583
C 0.400 2.402 -3.222
C 0.599 0.982 -1.689
C 1.634 1.852 -1.568
C 0.333 0.155 0.299
C -0.832 -1.762 2.135
N 2.496 1.927 -0.524
N 1.282 0.475 1.005
N 1.460 2.724 -2.581
N -0.205 1.317 -2.692
Se -1.079 -1.017 0.337
H 3.290 1.512 1.220
H 0.197 2.871 -4.163
H -1.504 -1.413 2.904
H -0.987 -2.801 2.124
H 0.128 -1.568 2.504
H -1.051 0.825 -2.866

---

No. 8
14
Properties=species:S:1:pos:R:3 method="wB97M-V/def2-TZVPD" e_above_lowest_kj_mol=605.8 charge=+1 orbital_gap_ev="8.56 / 7.61" total_energy_ha=-361.66096 mol_weight_g_mol=108.12
C -1.437 1.458 1.586
C -0.519 1.586 -0.205
C -1.195 0.131 0.010
C 0.627 0.764 -0.798
C -0.021 -0.528 -0.587
C 0.651 -1.526 0.326
N -0.844 2.325 0.832
O -1.820 0.217 1.102
H 0.738 1.014 -1.875
H 1.650 0.905 -0.361
H -0.407 -1.131 -1.554
H -0.039 -1.919 1.117
H 1.529 -0.881 0.662
H 1.086 -2.414 -0.255

---

Repeat the eighth record exactly.
14
Properties=species:S:1:pos:R:3 method="wB97M-V/def2-TZVPD" e_above_lowest_kj_mol=605.8 charge=+1 orbital_gap_ev="8.56 / 7.61" total_energy_ha=-361.66096 mol_weight_g_mol=108.12
C -1.437 1.458 1.586
C -0.519 1.586 -0.205
C -1.195 0.131 0.010
C 0.627 0.764 -0.798
C -0.021 -0.528 -0.587
C 0.651 -1.526 0.326
N -0.844 2.325 0.832
O -1.820 0.217 1.102
H 0.738 1.014 -1.875
H 1.650 0.905 -0.361
H -0.407 -1.131 -1.554
H -0.039 -1.919 1.117
H 1.529 -0.881 0.662
H 1.086 -2.414 -0.255